1.
# C17H11N5O6V

C17H11N5O6V as an isolated structure (ωB97M-V with the def2-TZVPD basis set, OMol25).

Structure (ORCA input):
```
! RIJCOSX wB97M-V def2-TZVPD def2/J DEFGRID3
* xyz 3 1
V -0.1360 -0.7088 -0.3946
O 0.8142 -4.5120 0.5289
C 0.8320 -3.3665 0.2445
N -0.3145 -2.4990 0.1430
C -1.5980 -3.0452 0.5058
O -1.8187 -4.1674 0.7978
C -2.6179 -1.9540 0.4833
C -3.9510 -2.1683 0.7422
C -4.8200 -1.0908 0.6182
C -4.3172 0.1479 0.2304
C -2.9670 0.2832 -0.0115
N -2.1185 -0.7545 0.1369
C 2.0686 -2.5784 -0.0404
C 3.3240 -3.1381 -0.0721
C 4.3924 -2.3216 -0.4233
C 4.1544 -0.9864 -0.7367
C 2.8663 -0.4987 -0.6812
N 1.8329 -1.2829 -0.3125
H -4.2833 -3.1627 1.0115
H -5.8793 -1.2175 0.8021
H -4.9697 1.0007 0.1047
H -2.5498 1.2274 -0.3350
H 3.4386 -4.1905 0.1541
H 5.3962 -2.7238 -0.4720
H 4.9607 -0.3305 -1.0342
H 2.6466 0.5284 -0.9400
O 0.7061 5.9917 -0.4592
C 0.5480 4.7606 -0.6265
O 0.3849 4.3630 -1.8467
C 0.5157 3.6297 0.3085
C 0.6046 3.1655 1.6165
N 0.4206 1.8449 1.5295
N 0.2191 1.3995 0.2557
C 0.2912 2.5033 -0.4626
C 0.1867 2.8704 -1.8985
O -0.0035 2.3323 -2.9035
O -0.2813 -0.5079 -1.9007
H 0.8319 6.3106 0.4553
H 0.7698 3.6474 2.5703
H 0.4202 1.1988 2.3121
*
```

Energy relative to the best compared isomer or geometry (same formula, charge and spin) = 0.3 kcal per mole
Molar mass = 432.25 g/mol

---

2.
# C17H12BaClN2O3S3

C17H12BaClN2O3S3 as an isolated structure in a non-equilibrium geometry (ωB97M-V with the def2-TZVPD basis set, OMol25).

Structure (ORCA input):
```
! RIJCOSX wB97M-V def2-TZVPD def2/J DEFGRID3
* xyz -1 1
Ba -0.4055 0.7265 1.0158
S -1.1262 -0.8184 3.5612
C -0.7971 -2.4698 3.0199
C -0.3733 -3.3932 3.9945
C -0.0878 -4.7175 3.7251
C 0.3579 -5.5863 4.8051
N 0.7048 -6.2637 5.6678
C -0.2272 -5.1880 2.4180
C -0.6447 -4.3062 1.4380
C -0.9315 -2.9518 1.6770
S -1.4388 -1.9824 0.2780
C 0.0573 -6.5707 2.0636
N 0.2861 -7.6635 1.7845
H -0.2625 -3.0359 5.0103
H -0.7537 -4.6682 0.4237
Cl -3.1918 3.4628 -0.1612
C -1.6090 3.9321 -0.9253
C -0.5821 2.9016 -0.5021
O -0.0079 3.0553 0.6124
O -0.4593 1.8724 -1.2115
H -1.3562 4.9201 -0.5574
H -1.7576 3.9177 -1.9988
C 3.7004 -0.2343 -1.3401
S 2.1023 0.5096 -1.1537
O 1.8375 0.3960 0.3545
C 2.6459 2.1758 -1.4720
C 2.5283 2.6722 -2.7610
C 2.9607 3.9654 -3.0183
C 3.4771 4.7439 -1.9879
C 3.5620 4.2342 -0.6990
C 3.1376 2.9397 -0.4280
H 4.3403 0.1736 -0.5573
H 4.0901 0.0036 -2.3302
H 3.5880 -1.3122 -1.2266
H 2.0912 2.0651 -3.5458
H 2.8797 4.3692 -4.0191
H 3.8017 5.7567 -2.1890
H 3.9446 4.8491 0.1053
H 3.1622 2.5327 0.5745
*
```

Energy relative to the best compared isomer or geometry (same formula, charge and spin) = 28.6 kcal per mole
Molar mass = 561.28 g/mol

---

3.
# C17H12BrCl20FN

A 6-piece molecular cluster, C17H12BrCl20FN overall in a non-equilibrium geometry (ωB97M-V with the def2-TZVPD basis set, OMol25).

Structure (ORCA input):
```
! RIJCOSX wB97M-V def2-TZVPD def2/J DEFGRID3
* xyz 1 1
F -3.2887 2.7202 2.6902
C -2.4585 1.4795 2.6369
C -3.1654 -0.0224 2.6899
C -2.2906 -1.4412 2.6136
C -0.6384 -1.3293 2.4581
C 0.2885 -2.6852 2.3494
C 1.9191 -2.4548 2.1525
N 2.5526 -1.0577 2.0667
C 1.7098 0.2019 2.1906
C 2.4723 1.6698 2.0775
C 3.0618 1.8109 0.5542
C 1.9787 1.5164 -0.6414
Br 2.7777 0.0438 -1.7978
C 0.0603 0.1797 2.3892
C -0.8199 1.5818 2.4803
H -4.3558 -0.0247 2.7738
H -2.8341 -2.4929 2.6359
H -0.1053 -3.7895 2.4001
H 2.6730 -3.3700 2.0298
H 3.5887 -0.9308 1.9109
H 3.4029 1.5922 2.8213
H 1.8204 2.5728 2.4441
H 3.9392 1.0209 0.4439
H 3.5651 2.8733 0.3576
H 1.8696 2.5080 -1.2922
H 0.9067 1.2162 -0.2812
H -0.3581 2.6663 2.4463
C -3.6202 -5.5386 4.4317
Cl -2.9022 -4.1195 3.6283
Cl -4.8041 -4.9966 5.6480
Cl -4.4378 -6.5569 3.2196
Cl -2.3368 -6.4811 5.2309
C 1.8532 -3.9285 -3.1829
Cl 3.4637 -4.6759 -3.3318
Cl 1.6528 -3.2723 -1.5386
Cl 1.6978 -2.6103 -4.3715
Cl 0.5984 -5.1557 -3.4895
C 2.8686 5.9647 -1.8830
Cl 1.3771 6.2913 -2.8012
Cl 2.4708 5.7552 -0.1589
Cl 3.6332 4.4787 -2.5009
Cl 3.9935 7.3336 -2.0709
C -3.5454 -4.5403 -2.5709
Cl -2.9736 -6.1974 -2.8897
Cl -2.7742 -3.9208 -1.0889
Cl -3.1192 -3.4901 -3.9457
Cl -5.3144 -4.5528 -2.3592
C -1.2106 6.8317 -5.9150
Cl -2.7021 7.1583 -6.8333
Cl -1.6084 6.6222 -4.1910
Cl -0.4460 5.3457 -6.5329
Cl -0.0857 8.2006 -6.1030
*
```

Molar mass = 1038.25 g/mol

---

4.
# C17H12N2O2

One molecule with the formula C17H12N2O2 in a non-equilibrium geometry (ωB97M-V with the def2-TZVPD basis set, OMol25).

Structure (ORCA input):
```
! RIJCOSX wB97M-V def2-TZVPD def2/J DEFGRID3
* xyz 0 1
C 0.1402 5.2005 -0.7821
C -0.1050 3.8812 -0.0897
C -0.5289 3.9063 1.2400
C -0.8106 2.6736 1.9616
O -1.0832 2.7230 3.1473
C -0.5981 1.3617 1.2645
N -0.8698 0.1697 1.9672
C -0.6568 -1.1177 1.4606
C -0.9979 -2.3049 2.3051
C -0.1439 -1.1819 0.2075
C 0.2354 -2.3298 -0.6195
C 0.0400 -3.7159 -0.5040
C 0.6519 -4.5164 -1.4428
C 1.4173 -3.9965 -2.4948
C 1.5255 -2.5906 -2.6258
C 0.9167 -1.7744 -1.6786
N 0.9616 -0.3948 -1.6208
C 0.2539 -0.0174 -0.5694
C -0.1238 1.3194 -0.0578
C 0.0014 2.6024 -0.8329
O 0.2756 2.6886 -2.0274
H -0.4317 5.2863 -1.7094
H -0.1498 6.0109 -0.1094
H 1.2076 5.3359 -1.0021
H -0.6644 4.8654 1.7957
H -1.2009 0.2824 2.9217
H -1.9453 -2.7395 1.9464
H -0.1892 -3.0436 2.3091
H -1.1533 -1.9941 3.3494
H -0.4899 -4.2046 0.3346
H 0.5079 -5.6086 -1.3883
H 1.9301 -4.6309 -3.2027
H 2.0776 -2.1455 -3.4532
*
```

SMILES string = CC1=CC(=O)c2[nH]c(C)c3c4ccccc4nc-3c2C1=O
Energy relative to the best compared isomer or geometry (same formula, charge and spin) = 0.0 kcal per mole
Molar mass = 276.30 g/mol

---

5.
# C17H12N4O11P2Sn

C17H12N4O11P2Sn as an isolated structure (ωB97M-V with the def2-TZVPD basis set, OMol25).

Structure (ORCA input):
```
! RIJCOSX wB97M-V def2-TZVPD def2/J DEFGRID3
* xyz 0 1
Sn 1.9693 -0.4635 -1.0043
O 3.0266 2.8556 2.1567
P 1.9330 2.1792 1.2423
O 0.6828 1.9145 1.9562
O 2.5887 0.9958 0.5062
O 1.7622 3.3351 0.0852
P 0.8931 3.1615 -1.2196
O 0.1669 1.7420 -1.0244
O 0.0760 4.3079 -1.5433
O 1.9275 1.4798 -2.9170
H 3.8008 3.1670 1.6664
H -0.7752 1.8846 -0.8309
O -0.3988 -2.5884 -8.0256
C 0.4878 -2.1914 -7.2948
O 1.7301 -2.0473 -7.3743
C 0.2804 -1.7229 -5.8193
C 0.3853 -2.6607 -4.7798
C 0.6725 -2.2425 -3.5056
N 0.8238 -0.9540 -3.1677
C 0.6802 -0.0429 -4.1583
C 0.4117 -0.3708 -5.4616
C 0.8023 1.3733 -3.7352
O 0.0834 2.2887 -3.9569
O 2.0692 2.7502 -2.2840
H 0.2588 -3.7131 -4.9940
H 0.7643 -2.9460 -2.6824
H 0.3257 0.4083 -6.2074
N -2.2241 -0.6011 8.8730
C -2.0507 -0.5722 7.7378
C -1.8220 -0.5470 6.3241
C -2.3981 -1.5216 5.5094
C -2.1490 -1.5081 4.1509
C -1.3209 -0.5306 3.6135
C -0.7520 0.4506 4.4106
C -1.0108 0.4423 5.7697
N -1.0326 -0.5653 2.2196
C -1.9491 -0.6322 1.1928
C -1.2277 -0.7514 0.0496
N 0.1118 -0.7797 0.3725
C 0.1905 -0.6557 1.6822
H -3.0243 -2.2882 5.9436
H -2.5759 -2.2615 3.5017
H -0.1290 1.2137 3.9587
H -0.5862 1.1997 6.4136
H -3.0086 -0.5564 1.3610
H -1.5680 -0.8241 -0.9699
H 1.0985 -0.6114 2.2589
*
```

Energy relative to the best compared isomer or geometry (same formula, charge and spin) = 43.4 kcal per mole
Molar mass = 628.96 g/mol

---

6.
# C17H12N4OPtS

C17H12N4OPtS as an isolated structure (ωB97M-V with the def2-TZVPD basis set, OMol25).

Structure (ORCA input):
```
! RIJCOSX wB97M-V def2-TZVPD def2/J DEFGRID3
* xyz 0 1
Pt 0.1608 -0.2916 -0.1351
C -0.3505 3.0466 2.4381
C -0.3943 4.1541 1.6086
C -0.4242 3.9589 0.2411
C -0.3726 2.6725 -0.2824
N -0.3267 1.5968 0.5366
C -0.3352 1.7925 1.8638
C -0.3334 2.4302 -1.7522
C -0.4006 3.4530 -2.6946
C -0.3946 3.1186 -4.0378
C -0.3428 1.7841 -4.4100
C -0.2686 0.8299 -3.4100
N -0.2479 1.1523 -2.1229
H -0.3283 3.1418 3.5138
H -0.4060 5.1547 2.0186
H -0.4788 4.8091 -0.4200
H -0.3442 0.8944 2.4640
H -0.4670 4.4890 -2.4007
H -0.4331 3.8966 -4.7884
H -0.3584 1.4884 -5.4492
H -0.2151 -0.2291 -3.6344
N -5.1026 -3.6019 3.7984
C -4.2625 -3.0944 3.1998
C -3.2185 -2.4567 2.4478
C -1.9248 -2.3964 2.9578
C -0.9237 -1.7707 2.2303
C -1.1980 -1.1943 0.9915
C -2.4975 -1.2662 0.4865
C -3.5016 -1.8916 1.2056
H -1.7052 -2.8460 3.9172
H 0.0833 -1.7499 2.6263
H -2.7312 -0.8294 -0.4758
H -4.5069 -1.9465 0.8093
O 2.7226 -3.5093 -1.6219
S 1.3565 -3.0082 -1.6956
N 0.9167 -1.9907 -0.7304
*
```

Energy relative to the best compared isomer or geometry (same formula, charge and spin) = 0.0 kcal per mole
Molar mass = 515.45 g/mol

---

Listing LUMO for the structures above in their given order: -12.64 1.78 -5.13 -1.64 -1.37 -1.12 eV.